(1)
{
  "formula": "C6H10S2",
  "method": "ωB97M-V/def2-TZVPD",
  "symbols": ["C", "C", "C", "C", "C", "C", "H", "H", "H", "H", "H", "H", "H", "H", "H", "H", "S", "S"],
  "xyz": [[0.41775, 1.19244, -1.09245], [0.08449, 0.35975, 0.31796], [-1.26953, 0.78133, 0.90321], [-1.12847, -1.38360, -0.83545], [-0.20399, -1.16945, 0.28025], [1.14020, -0.62242, 0.75620], [0.45298, 2.46399, -0.53555], [1.57869, 0.82100, -1.42826], [-0.57101, 0.89074, -1.77169], [-1.54431, 0.77038, 2.09884], [-1.38469, 1.85932, 0.73743], [-1.35356, -2.42520, -0.84974], [-0.73502, -1.27798, -1.78092], [-0.45909, -1.65731, 1.22158], [1.47504, -0.93385, 1.84695], [3.20664, 0.92289, 0.39599], [-2.52537, -0.21406, -0.12585], [2.81925, -0.37796, -0.13851]],
  "de_lowest_kcal_mol": 145.5,
  "homo_ev": -8.48,
  "gap_ev": 9.0,
  "largest_force_ev_per_a": 4.6,
  "charge": 0,
  "multiplicity": 1,
  "lumo_ev": 0.55
}

(2)
{
  "formula": "C6H11BF4HgN5S",
  "method": "ωB97M-V/def2-TZVPD",
  "symbols": ["Hg", "N", "N", "C", "N", "S", "H", "H", "H", "H", "H", "F", "B", "F", "F", "F", "N", "C", "C", "C", "N", "C", "C", "H", "H", "H", "H", "H", "H"],
  "xyz": [[2.06227, -0.23250, 1.20880], [0.77947, 1.97957, 0.56332], [1.28845, 2.77070, -0.46060], [2.34475, 2.41504, -1.20562], [2.70725, 3.31551, -2.14305], [3.20073, 0.97195, -1.07447], [-0.14353, 1.62457, 0.33246], [0.69208, 2.51190, 1.42980], [0.85161, 3.66478, -0.63249], [2.32943, 4.24763, -2.16267], [3.54600, 3.12854, -2.66208], [-1.31128, 0.95408, 2.07369], [-0.60473, 1.32467, 3.24786], [-1.36697, 1.11999, 4.37215], [-0.20502, 2.67510, 3.11541], [0.58461, 0.52623, 3.29283], [-2.82083, -3.62445, -1.59971], [-1.81141, -2.90752, -1.01776], [-1.88728, -2.49858, 0.31765], [-0.86698, -1.74481, 0.85161], [0.20908, -1.37671, 0.14807], [0.28612, -1.76375, -1.12762], [-0.68335, -2.51683, -1.74904], [-3.49147, -4.07141, -0.99967], [-2.63092, -4.09839, -2.46494], [-2.73996, -2.75809, 0.93104], [-0.91547, -1.39913, 1.87530], [1.16737, -1.44203, -1.67174], [-0.57001, -2.79606, -2.78853]],
  "de_lowest_kcal_mol": 0.9,
  "homo_ev": [-7.28, -9.32],
  "gap_ev": [7.5, 8.2],
  "largest_force_ev_per_a": 0.2,
  "charge": 0,
  "multiplicity": 2,
  "lumo_ev": [0.23, -1.17]
}

(3)
{
  "formula": "C6H11Br",
  "method": "ωB97M-V/def2-TZVPD",
  "symbols": ["C", "C", "C", "C", "C", "C", "Br", "H", "H", "H", "H", "H", "H", "H", "H", "H", "H", "H"],
  "xyz": [[1.57123, -2.10470, -0.19511], [1.36887, -0.79553, 0.10149], [-0.18461, 1.06901, -1.62281], [0.52381, 1.29842, 1.27339], [-1.09196, -0.52390, 0.58085], [0.23681, 0.11979, 0.39002], [3.07313, 0.15942, -0.19615], [2.46780, -2.52247, -0.63267], [0.85925, -2.80034, 0.18141], [-0.28795, 0.09504, -2.16507], [0.57609, 1.67065, -1.83096], [-1.02222, 1.51368, -1.23657], [-0.52079, 1.72874, 1.38537], [0.99623, 0.94417, 2.20575], [1.21139, 2.01786, 0.86539], [-1.30975, -1.44366, -0.03302], [-1.23878, -0.52590, 1.69643], [-1.89610, 0.15696, 0.33187]],
  "de_lowest_kcal_mol": 70.8,
  "homo_ev": -8.19,
  "gap_ev": 8.5,
  "largest_force_ev_per_a": 6.6,
  "charge": 0,
  "multiplicity": 1,
  "lumo_ev": 0.26
}

(4)
{
  "formula": "C6H11Br",
  "method": "ωB97M-V/def2-TZVPD",
  "symbols": ["C", "C", "C", "C", "C", "C", "Br", "H", "H", "H", "H", "H", "H", "H", "H", "H", "H", "H"],
  "xyz": [[0.64677, -1.35298, 1.33902], [0.69599, -0.87002, -0.02555], [1.26438, 0.49538, -0.17836], [-0.19428, 0.31786, -0.31772], [-1.21931, 0.89260, 0.75924], [-0.69476, 0.29969, -1.91817], [-0.72643, 2.06919, -2.56081], [1.21299, -2.20756, 1.29324], [-0.31318, -1.54329, 1.82850], [1.15070, -0.76406, 2.01727], [0.97655, -1.64404, -0.68614], [1.54405, 1.03559, 0.71558], [1.71092, 0.76419, -1.08846], [-1.97239, 1.57166, 0.27447], [-0.70821, 1.49894, 1.59558], [-1.71971, 0.07663, 1.25020], [-1.70409, -0.27393, -2.03835], [0.05001, -0.36586, -2.25956]],
  "de_lowest_kcal_mol": 31.5,
  "homo_ev": -9.59,
  "gap_ev": 10.6,
  "largest_force_ev_per_a": 4.8,
  "charge": 0,
  "smiles": "C[C@@H]1C[C@@]1(C)CBr",
  "multiplicity": 1,
  "lumo_ev": 0.97
}

(5)
{
  "formula": "C6H11Br3NO4S3",
  "method": "ωB97M-V/def2-TZVPD",
  "symbols": ["O", "S", "O", "C", "C", "N", "C", "C", "C", "S", "O", "O", "S", "H", "H", "H", "H", "H", "H", "H", "H", "H", "H", "C", "Br", "Br", "Br", "H"],
  "xyz": [[4.62075, -2.40659, 1.67898], [4.72664, -0.93738, 1.12390], [6.20403, -0.82559, 0.58129], [3.61005, -0.65755, -0.35353], [2.03496, -0.37839, 0.00536], [1.25389, -0.20524, -1.14283], [-0.21092, 0.08323, -0.86231], [-0.43622, 0.39603, 0.74644], [-1.88849, -0.33669, 1.01973], [-1.85192, -2.21066, 0.77340], [-2.07069, -2.85788, 2.16172], [-3.01115, -2.63467, -0.20741], [1.10128, -0.25734, 1.62459], [4.62747, 0.04344, 2.13599], [4.03460, 0.28929, -0.93743], [3.64233, -1.58522, -1.10407], [1.76802, -0.30454, -2.05246], [-1.01205, -0.55190, -1.43891], [-0.35527, 1.14804, -1.37804], [-0.55867, 1.52443, 1.03087], [-2.38897, -0.01428, 2.05406], [-2.62696, 0.08595, 0.18248], [-0.65697, -2.58290, 0.12822], [-4.23055, 3.05726, -1.16382], [-3.43623, 3.44773, -2.89612], [-4.03595, 1.18207, -0.68445], [-3.54912, 4.23442, 0.22686], [-5.30390, 3.25491, -1.25251]],
  "homo_ev": -13.30,
  "gap_ev": 7.6,
  "largest_force_ev_per_a": 10.2,
  "charge": 1,
  "multiplicity": 1,
  "lumo_ev": -5.69
}

(6)
{
  "formula": "C6H11BrO3S3",
  "method": "ωB97M-V/def2-TZVPD",
  "symbols": ["C", "C", "C", "C", "C", "C", "O", "O", "O", "S", "S", "S", "Br", "H", "H", "H", "H", "H", "H", "H", "H", "H", "H", "H"],
  "xyz": [[0.04203, -0.74322, -0.43680], [-0.40023, 0.17080, -1.63033], [0.32257, 1.46911, -1.86977], [-0.32547, -0.07330, 0.89923], [0.21437, 2.52146, -0.78407], [-0.35475, -1.04026, 2.18681], [0.67329, 0.84203, 1.27908], [-0.45763, -2.11456, -0.48971], [0.87839, -1.43687, 2.63863], [-0.04254, -0.88963, -3.14703], [-0.12707, 2.20695, -3.44169], [-1.20049, 2.93546, 0.19972], [1.68043, 3.62680, -0.53665], [1.15455, -0.80580, -0.55554], [-1.51047, 0.37981, -1.66330], [1.35198, 1.30015, -1.97817], [-1.23195, 0.51116, 0.74735], [-0.94519, -1.88672, 1.93759], [-0.96602, -0.44118, 2.84858], [-1.39487, -1.94554, -0.65156], [1.43756, -0.70537, 2.31316], [0.60303, -1.73316, -2.42641], [1.05839, 2.65689, -3.82297], [-0.52441, 3.38015, 1.19921]],
  "homo_ev": [-9.21, -7.85],
  "gap_ev": [8.3, 5.8],
  "largest_force_ev_per_a": 2.7,
  "charge": 0,
  "multiplicity": 1,
  "lumo_ev": [-0.94, -2.04]
}

(7)
{
  "formula": "C6H11Cl2",
  "method": "ωB97M-V/def2-TZVPD",
  "symbols": ["Cl", "Cl", "C", "C", "C", "C", "C", "C", "H", "H", "H", "H", "H", "H", "H", "H", "H", "H", "H"],
  "xyz": [[2.89569, 0.40817, -2.13147], [3.84051, 0.37232, -0.33893], [0.13743, -2.10042, 0.42176], [-0.05772, -0.73844, -0.23930], [-1.52205, -0.18696, -0.18285], [-1.39709, 1.33991, -0.08216], [0.05896, 1.62682, 0.43447], [0.72034, 0.32913, 0.37773], [1.18950, -2.39162, 0.32830], [-0.12166, -2.03506, 1.48767], [-0.48493, -2.85241, -0.07793], [0.23244, -0.80986, -1.30603], [-2.12598, -0.51441, -1.03446], [-1.98219, -0.55712, 0.74077], [-1.55202, 1.80673, -1.06214], [-2.13004, 1.74067, 0.61969], [0.55863, 2.38968, -0.18151], [0.02652, 2.02017, 1.46337], [1.71364, 0.15270, 0.76303]],
  "de_lowest_kcal_mol": 22.2,
  "homo_ev": [-7.10, -10.79],
  "gap_ev": [5.8, 9.5],
  "largest_force_ev_per_a": 1.1,
  "charge": 0,
  "multiplicity": 2,
  "lumo_ev": [-1.29, -1.29]
}

(8)
{
  "formula": "C6H11Cl2N2",
  "method": "ωB97M-V/def2-TZVPD",
  "symbols": ["C", "N", "C", "N", "C", "C", "C", "C", "Cl", "Cl", "H", "H", "H", "H", "H", "H", "H", "H", "H", "H", "H"],
  "xyz": [[-1.36131, 1.19377, 1.84368], [-0.76015, 0.52313, 0.70029], [0.57313, 0.87731, 0.24744], [0.88703, -0.28992, -0.63838], [2.11844, -0.15317, -1.44540], [0.58454, -1.49773, -0.02932], [-0.35834, -0.98761, -0.96686], [-1.51042, -0.15181, -0.18460], [-2.65757, -1.41273, 0.41167], [-2.87998, 0.98209, -1.21352], [-0.74681, 0.89809, 2.65596], [-1.45667, 2.26094, 1.54171], [-2.33343, 0.77886, 2.21333], [0.73241, 1.89260, -0.29633], [1.28475, 0.83820, 1.10257], [1.91950, 0.75380, -2.04463], [3.00892, -0.06978, -0.75668], [2.08618, -1.03147, -2.04151], [1.10609, -2.41198, -0.21649], [0.39872, -1.43179, 1.01147], [-0.63504, -1.56077, -1.89437]],
  "de_lowest_kcal_mol": 36.7,
  "homo_ev": -13.70,
  "gap_ev": 10.6,
  "largest_force_ev_per_a": 4.2,
  "charge": 1,
  "smiles": "CN1C[N@@+]2(C)C[C@H]2C1(Cl)Cl",
  "multiplicity": 1,
  "lumo_ev": -3.09
}